Record 1
C34H32N9O3S2Y as an isolated structure in a non-equilibrium geometry, computed with wB97M-V/def2-TZVPD.

For the HOMO-LUMO gap, the calculation gives 0.26022 Ha. For the LUMO energy, the calculation gives -0.205 hartree. For the total energy, the calculation gives -2867.72750 Eh. The total charge is +2.

Geometry (Å):
Y  -0.71  1.70  -0.49
C  2.67  -5.58  -0.71
O  2.00  -4.43  -0.20
C  1.57  -4.49  1.09
C  1.93  -5.46  2.02
C  1.40  -5.42  3.30
C  0.50  -4.43  3.66
C  0.15  -3.45  2.75
C  0.70  -3.46  1.47
N  0.36  -2.51  0.47
C  0.09  -1.20  0.60
N  0.47  -0.64  1.76
C  0.34  0.66  2.33
C  -0.07  1.81  1.64
C  -0.11  3.00  2.39
C  0.25  3.05  3.72
C  0.67  1.90  4.38
C  0.72  0.70  3.69
O  1.09  -0.49  4.22
C  1.68  -0.50  5.52
N  -0.48  -0.50  -0.38
C  -1.12  -1.17  -1.46
C  -1.93  -2.30  -1.28
C  -2.53  -2.92  -2.36
C  -2.35  -2.42  -3.64
C  -1.60  -1.26  -3.83
C  -1.01  -0.63  -2.75
O  -0.31  0.57  -2.83
C  0.01  1.03  -4.15
H  3.68  -5.67  -0.30
H  2.74  -5.43  -1.78
H  2.11  -6.49  -0.50
H  2.62  -6.24  1.74
H  1.69  -6.18  4.01
H  0.07  -4.43  4.65
H  -0.57  -2.69  3.03
H  0.39  -2.88  -0.47
H  0.95  -1.27  2.40
H  -0.43  3.93  1.91
H  0.21  3.98  4.27
H  0.96  1.94  5.42
H  2.58  0.11  5.54
H  1.93  -1.53  5.73
H  0.98  -0.14  6.28
H  -2.09  -2.67  -0.28
H  -3.14  -3.80  -2.20
H  -2.80  -2.91  -4.49
H  -1.50  -0.86  -4.83
H  0.67  1.89  -4.02
H  -0.89  1.35  -4.68
H  0.52  0.26  -4.71
N  -2.97  -0.03  1.97
C  -3.63  0.73  1.07
N  -3.04  1.48  0.16
C  -3.97  2.17  -0.61
C  -5.26  1.91  -0.30
S  -5.36  0.78  0.99
C  -3.48  3.10  -1.62
C  -4.25  3.91  -2.38
S  -3.29  4.85  -3.45
C  -1.87  4.09  -2.81
N  -2.11  3.20  -1.87
N  -0.65  4.39  -3.30
H  -2.02  0.27  2.19
H  -3.50  -0.41  2.74
H  -6.15  2.30  -0.75
H  -5.32  4.02  -2.37
H  -0.57  5.16  -3.95
H  0.18  4.12  -2.80
N  6.73  3.31  -2.74
C  5.66  3.11  -2.38
C  4.31  2.86  -1.96
C  3.49  3.90  -1.53
C  2.20  3.61  -1.15
N  1.68  2.37  -1.18
C  2.48  1.37  -1.58
C  3.79  1.56  -1.97
H  3.87  4.92  -1.49
H  1.55  4.40  -0.78
H  2.05  0.38  -1.58
H  4.41  0.73  -2.27

***

Record 2
A 7-piece molecular cluster, C34H33Br4F5 overall in a non-equilibrium geometry, computed with wB97M-V/def2-TZVPD.

For the HOMO-LUMO gap, the calculation gives 0.35016 Ha. The SMILES is Fc1ccccc1.Fc1ccccc1.Fc1ccccc1.Fc1ccccc1.Fc1ccccc1.BrCCBr.BrCCBr. For the LUMO energy, the calculation gives 0.012 hartree. For the total energy, the calculation gives -12110.75704 Eh.

Geometry (Å):
Br  1.65  4.22  -2.32
C  -0.02  4.70  -1.40
C  -1.19  4.27  -2.25
Br  -1.36  5.44  -3.86
H  -0.01  5.77  -1.21
H  -0.06  4.15  -0.47
H  -2.08  4.49  -1.67
H  -1.10  3.24  -2.59
Br  1.19  -3.25  3.72
C  -0.72  -3.33  3.23
C  -1.27  -2.09  2.56
Br  -2.95  -2.70  1.71
H  -1.25  -3.59  4.14
H  -0.80  -4.19  2.57
H  -0.71  -1.72  1.71
H  -1.52  -1.28  3.23
F  8.22  1.82  -1.13
C  6.89  1.69  -1.23
C  6.34  1.06  -2.34
C  4.96  1.03  -2.49
C  4.15  1.48  -1.46
C  4.71  1.99  -0.31
C  6.08  2.16  -0.20
H  6.98  0.61  -3.10
H  4.55  0.55  -3.37
H  3.09  1.31  -1.58
H  4.08  2.24  0.54
H  6.55  2.56  0.69
F  -5.29  3.35  -1.35
C  -4.59  2.59  -2.20
C  -4.38  3.03  -3.50
C  -3.54  2.26  -4.30
C  -3.01  1.05  -3.85
C  -3.26  0.63  -2.56
C  -4.08  1.40  -1.72
H  -4.85  3.90  -3.94
H  -3.39  2.55  -5.33
H  -2.36  0.52  -4.54
H  -2.78  -0.26  -2.19
H  -4.28  1.12  -0.70
F  -7.09  1.25  3.58
C  -5.76  1.25  3.60
C  -5.14  1.65  4.76
C  -3.74  1.61  4.84
C  -3.01  1.24  3.72
C  -3.66  0.84  2.54
C  -5.04  0.83  2.49
H  -5.69  1.91  5.65
H  -3.21  1.99  5.69
H  -1.93  1.16  3.73
H  -3.10  0.53  1.67
H  -5.52  0.64  1.54
F  4.97  -4.70  -1.04
C  3.94  -5.32  -0.42
C  4.18  -6.57  0.10
C  3.10  -7.22  0.69
C  1.85  -6.62  0.81
C  1.64  -5.37  0.24
C  2.72  -4.68  -0.32
H  5.14  -7.06  0.03
H  3.17  -8.23  1.08
H  1.06  -7.19  1.28
H  0.71  -4.84  0.35
H  2.52  -3.68  -0.69
F  -0.61  2.04  1.28
C  0.09  1.09  0.63
C  1.25  0.54  1.15
C  1.93  -0.45  0.47
C  1.44  -0.87  -0.77
C  0.32  -0.27  -1.32
C  -0.39  0.67  -0.58
H  1.66  0.91  2.09
H  2.86  -0.83  0.88
H  1.97  -1.58  -1.40
H  0.00  -0.55  -2.31
H  -1.28  1.14  -0.99

***

Record 3
C34H33BrN3O11RuS as an isolated structure, computed with wB97M-V/def2-TZVPD.

For the HOMO-LUMO gap (spin up / spin down), the calculation gives 0.24119 / 0.20800 Ha. Its relative energy (zero: lowest compared OMol25 entry of this formula, charge and spin) is 6.32 kJ/mol. As for the spin multiplicity: 6. For the LUMO energy (spin up / spin down), the calculation gives -0.037 / -0.068 hartree. For the total energy, the calculation gives -5374.25938 Eh.

Geometry (Å):
Ru  0.64  0.30  1.46
O  -2.10  3.86  2.12
C  -1.36  2.75  2.16
O  -0.17  2.73  2.33
C  -2.20  1.50  2.00
C  -3.54  1.52  1.67
C  -4.19  0.30  1.55
C  -3.50  -0.87  1.83
C  -2.16  -0.78  2.17
N  -1.52  0.39  2.21
C  -1.29  -1.97  2.52
O  -1.92  -3.03  3.05
O  -0.10  -1.98  2.38
H  -1.49  4.61  2.22
H  -4.05  2.45  1.49
H  -5.23  0.25  1.25
H  -3.99  -1.83  1.74
H  -2.86  -2.83  3.21
C  -3.38  2.40  -4.83
C  -3.45  0.88  -4.63
C  -4.91  0.50  -4.39
C  -2.95  0.21  -5.92
C  -2.59  0.43  -3.45
C  -1.76  1.28  -2.74
C  -1.02  0.77  -1.69
Br  0.14  1.97  -0.80
C  -1.03  -0.56  -1.24
O  -0.37  -0.96  -0.17
C  -1.82  -1.44  -2.03
C  -2.58  -0.92  -3.07
C  -1.80  -2.95  -1.74
C  -2.62  -3.75  -2.75
C  -0.36  -3.47  -1.79
C  -2.39  -3.22  -0.35
H  -4.04  2.69  -5.65
H  -2.37  2.73  -5.09
H  -3.70  2.94  -3.93
H  -5.53  0.83  -5.23
H  -5.29  0.96  -3.48
H  -5.04  -0.58  -4.30
H  -3.56  0.52  -6.77
H  -3.00  -0.88  -5.84
H  -1.91  0.48  -6.12
H  -1.68  2.33  -2.99
H  -3.18  -1.60  -3.65
H  -2.27  -3.60  -3.77
H  -3.69  -3.51  -2.72
H  -2.53  -4.82  -2.52
H  0.11  -3.20  -2.74
H  -0.35  -4.56  -1.70
H  0.25  -3.05  -0.99
H  -3.42  -2.86  -0.29
H  -1.78  -2.73  0.41
H  -2.39  -4.30  -0.14
O  1.41  0.17  3.65
C  2.46  0.76  3.33
O  2.66  1.23  2.18
C  3.54  0.92  4.37
C  3.43  0.21  5.55
C  4.43  0.35  6.50
C  5.53  1.17  6.32
C  5.59  1.86  5.12
C  4.63  1.75  4.14
N  6.75  2.75  4.89
O  6.74  3.43  3.89
O  7.59  2.81  5.77
N  4.32  -0.41  7.77
O  5.20  -0.26  8.59
O  3.32  -1.08  7.93
H  2.58  -0.43  5.74
H  6.29  1.26  7.07
H  4.72  2.29  3.21
S  2.36  -1.24  -0.04
C  3.29  -0.30  -1.14
C  3.64  -0.86  -2.38
C  4.36  -0.11  -3.30
C  4.77  1.18  -2.98
C  4.45  1.73  -1.74
C  3.71  1.00  -0.82
H  3.32  -1.86  -2.61
H  4.61  -0.54  -4.26
H  5.34  1.75  -3.70
H  4.78  2.73  -1.49
H  3.47  1.41  0.15